[1]
167
Properties=species:S:1:pos:R:3:forces:R:3 method="wB97M-V/def2-TZVPD" energy_ev=-129099.2976 mol_weight_g_mol=1037.67 e_homo_ev=-4.220 total_charge=-1
C -1.235033 6.148540 0.857123 0.2 -0.3 -0.2
C -2.166874 4.923614 0.778547 0.3 0.4 0.2
C -1.451767 3.614572 0.404359 -0.4 0.1 0.1
C -1.086651 2.695099 1.568831 0.4 -0.1 0.2
C -0.375558 3.434677 2.712684 -0.1 0.2 -0.1
Al 0.105819 1.151043 0.994720 -0.3 0.3 0.2
B 1.163859 0.455302 2.743524 -0.1 0.4 -0.2
O 2.553656 0.434121 2.921691 -0.1 -0.2 -0.3
O 0.439450 -0.063731 3.818578 0.3 0.0 -0.3
P 1.571716 1.907498 -0.718676 -0.1 1.1 -0.4
C 3.297948 1.322363 -0.410702 -0.4 -0.7 0.1
O 1.077506 1.047021 -2.092911 0.2 -0.5 -0.1
P -1.108879 -0.676147 0.087509 0.3 -0.1 -1.0
C -2.919007 -0.541558 0.432536 0.2 -0.6 0.5
C -0.573747 -2.130144 1.101036 -0.5 0.4 0.0
C 0.941635 -2.343179 0.991610 -0.3 0.3 0.4
H -0.200756 5.823369 0.988074 0.1 0.0 0.1
H -1.254777 6.732156 -0.064408 0.0 0.1 0.0
H -1.478713 6.799168 1.697431 -0.1 0.1 -0.1
H -2.957236 5.111554 0.055924 -0.1 0.0 0.0
H -2.646256 4.819297 1.753205 -0.2 -0.2 -0.1
H -0.557957 3.871253 -0.174427 0.0 -0.1 -0.1
H -2.135944 3.060147 -0.241296 0.2 -0.1 -0.2
H -2.020722 2.291383 1.984068 -0.1 0.0 -0.1
H -0.407250 2.862279 3.641642 0.1 -0.1 0.0
H -0.830917 4.406181 2.937602 -0.1 0.0 0.0
H 0.675616 3.635255 2.479085 0.0 0.0 0.0
H 2.845971 -0.409304 3.285861 0.3 0.2 0.3
H -0.481682 0.079572 3.577407 -0.1 -0.3 0.3
H 3.333764 0.414530 0.198565 0.1 0.0 0.1
H 3.763681 1.094720 -1.369065 0.1 0.3 -0.1
H 3.846702 2.126130 0.070830 0.1 0.0 -0.1
H 1.349748 1.536165 -2.874311 0.0 0.1 0.1
H -3.441236 -0.018802 -0.362154 0.0 0.2 0.1
H -3.315106 -1.562690 0.450683 -0.1 0.0 -0.1
H -3.141434 -0.101364 1.404593 -0.1 0.2 -0.1
H -1.118653 -2.997030 0.718244 0.0 -0.1 0.0
H -0.893676 -1.992813 2.142258 0.0 0.0 0.0
H 1.394570 -2.224978 1.979447 0.2 0.2 -0.3
H 1.430382 -1.649114 0.306962 0.0 -0.1 -0.1
H 1.109059 -3.371170 0.702012 0.5 0.3 -0.6
O 0.968058 -5.484152 0.416601 -0.3 -0.1 0.0
H 0.498670 -5.682069 -0.407090 0.2 0.0 -0.1
H 1.904610 -5.470676 0.173379 0.0 -0.3 -0.1
O 0.392950 -6.182987 -2.366882 -0.1 0.1 -0.1
H 0.529815 -6.923625 -2.980059 -0.1 0.0 0.1
H 0.680117 -5.400794 -2.853235 -0.1 0.1 0.1
O -5.270059 4.401738 0.901582 0.0 0.1 0.2
H -5.808061 5.095669 0.503697 -0.1 -0.1 0.0
H -5.604216 3.591207 0.502928 0.0 -0.1 0.1
O -0.004582 -3.240948 -2.305430 0.2 0.0 -0.2
H -0.904094 -3.284113 -1.955181 0.1 0.0 0.2
H 0.237753 -2.309282 -2.200731 -0.2 0.0 0.1
O 0.397538 -4.235899 2.896741 0.0 -0.1 0.6
H 0.718427 -4.270030 1.980901 -0.1 -0.5 0.3
H -0.143949 -3.436134 2.912374 0.0 -0.2 0.0
O -5.545953 0.790649 1.186206 -0.1 0.2 -0.1
H -6.415989 0.406255 1.035040 -0.2 -0.2 0.1
H -5.550070 0.976282 2.130017 0.0 0.0 0.0
O 6.208364 0.695164 0.629463 0.4 -0.1 0.0
H 6.668663 1.167321 1.356003 -0.5 -0.2 -0.4
H 5.310115 0.599245 0.961049 0.0 0.0 0.0
O -6.081145 3.437626 3.696916 -0.1 0.2 0.0
H -5.781284 3.995781 2.962320 0.0 -0.1 -0.2
H -5.557848 2.639650 3.591195 0.1 0.0 0.1
O -3.288647 3.678646 -2.467793 -0.4 0.0 0.0
H -2.869833 4.235100 -3.131240 0.1 -0.1 0.0
H -2.891511 2.815663 -2.637540 0.1 0.1 0.0
O -5.538328 -1.591902 3.069895 0.1 0.1 0.1
H -5.046702 -1.191842 2.340253 -0.1 -0.1 -0.1
H -5.277832 -2.520697 3.061778 -0.1 0.1 -0.2
O -8.453687 -0.020581 1.819095 0.0 0.0 0.0
H -9.332015 -0.390117 1.695254 0.0 -0.1 -0.1
H -8.403769 0.186621 2.760817 0.0 0.1 0.0
O -9.116524 2.216497 3.619649 -0.2 0.0 0.1
H -10.024099 2.401122 3.878017 0.0 0.0 0.0
H -8.659189 3.064962 3.668407 0.3 -0.1 0.0
O -2.231984 -5.686682 1.906422 -0.2 0.0 -0.3
H -1.437039 -5.407701 1.436754 0.2 0.0 0.1
H -1.895674 -6.010410 2.747476 0.1 0.1 0.0
O 3.288540 3.369741 2.581994 0.2 0.0 0.2
H 3.844958 3.134165 1.828833 -0.2 0.0 -0.1
H 2.988708 2.521003 2.943938 0.0 -0.1 -0.1
O -7.934639 5.294730 0.165846 -0.2 0.8 -0.3
H -8.623070 4.639630 0.005967 0.2 -0.3 0.1
H -7.925773 5.387219 1.122862 0.1 -0.2 0.0
O 3.769780 -3.385604 1.260546 0.2 -0.2 0.0
H 4.581391 -3.143656 0.800631 0.0 0.1 0.0
H 3.840050 -2.969954 2.126639 0.0 0.0 0.0
O -6.740041 3.686231 -2.275034 0.2 -0.2 0.2
H -6.811256 4.334737 -1.565072 -0.1 0.1 0.0
H -5.798929 3.459542 -2.292227 0.0 0.1 -0.1
O -4.945275 -4.287577 1.047967 0.0 0.0 0.1
H -5.001063 -4.262637 0.088834 0.0 0.1 0.0
H -4.032881 -4.544606 1.236313 0.1 -0.2 0.1
O 3.404681 1.112788 -4.006614 -0.1 0.0 -0.2
H 3.993062 0.741964 -4.673474 0.0 -0.1 0.0
H 3.050913 0.346755 -3.536193 0.0 0.0 0.1
O 3.026550 -3.987007 -2.603444 -0.1 0.0 -0.1
H 2.101483 -3.953167 -2.325758 0.0 0.1 0.1
H 3.337623 -3.077336 -2.502068 0.0 0.0 0.0
O 3.614903 4.716232 0.024617 0.2 0.0 0.0
H 3.221586 5.160127 0.785608 -0.1 0.0 -0.1
H 4.337179 5.290599 -0.247717 0.0 0.0 0.0
O -1.244513 2.885011 -4.318420 0.1 0.0 -0.1
H -1.432229 2.808589 -5.263376 -0.1 0.1 0.0
H -0.287101 2.827518 -4.235478 0.0 0.0 0.1
O 0.002826 -7.471744 -4.860541 0.4 -0.1 -0.2
H -0.436481 -6.703978 -5.250676 -0.2 -0.2 0.2
H -0.514360 -8.220609 -5.168802 0.0 0.0 0.1
O -2.467157 -4.923318 -1.923007 -0.2 0.0 -0.3
H -1.821091 -5.152051 -2.605555 0.1 -0.1 0.2
H -2.584970 -5.746058 -1.438772 0.1 0.0 0.1
O 0.633690 5.111512 -3.064144 0.2 0.0 0.1
H 1.301699 4.907266 -2.391176 0.0 -0.2 0.0
H -0.185411 4.794872 -2.661792 0.0 0.0 0.0
O -8.071284 2.720261 0.835654 -0.3 -0.2 0.0
H -7.457594 2.295807 0.224498 0.0 0.1 -0.1
H -8.465580 1.976985 1.316947 0.1 0.0 0.0
O 3.764765 -6.239044 0.273661 0.0 0.0 0.1
H 3.927397 -5.471039 0.840727 0.0 0.1 0.0
H 4.626193 -6.663402 0.187512 0.1 0.1 0.0
O 6.646953 -7.164137 0.851080 -0.1 -0.1 -0.1
H 7.219127 -7.483519 0.146122 0.0 0.0 0.0
H 6.502594 -7.928056 1.418809 0.0 0.0 0.0
O 2.499754 4.668338 5.050139 0.2 0.1 0.0
H 2.701106 4.460984 4.127366 -0.2 -0.1 -0.1
H 2.031059 5.507081 5.015589 0.0 0.0 0.0
O 3.989912 1.621712 -7.004096 0.1 0.0 0.1
H 3.609451 2.158274 -6.297788 -0.1 -0.1 0.0
H 4.713825 2.150674 -7.351927 0.0 0.0 0.0
O -2.381492 -6.164795 -5.413306 -0.2 0.2 -0.2
H -2.616477 -5.346785 -5.864076 0.0 0.0 0.0
H -3.103403 -6.318819 -4.794970 0.1 0.0 0.1
O 4.821040 5.935143 2.685688 0.0 0.1 0.0
H 5.493661 5.743652 2.023868 0.1 0.0 0.0
H 4.396665 5.076274 2.823711 -0.1 -0.1 0.0
O -2.647189 3.785820 -6.706001 0.0 0.0 -0.1
H -3.573920 3.769140 -6.444829 0.0 -0.1 0.0
H -2.347605 4.672151 -6.477171 0.0 0.0 0.0
O 5.716597 4.066356 4.753684 0.0 -0.2 0.2
H 5.665772 5.011812 4.565529 0.0 0.0 -0.1
H 4.847842 3.850543 5.117978 0.0 0.1 0.0
O 4.741116 -1.408510 -2.457925 0.1 0.0 0.1
H 4.967763 -0.722283 -1.816668 -0.1 0.0 0.0
H 5.519697 -1.979274 -2.492550 0.0 0.0 -0.1
O 2.217836 -2.232353 4.782189 0.3 0.4 -0.5
H 1.847318 -1.378403 4.513476 -0.5 0.0 0.5
H 1.761816 -2.824017 4.168903 0.0 -0.5 0.0
O 1.594405 -8.761973 -2.186313 0.1 0.1 0.2
H 1.827944 -8.084237 -1.538083 -0.1 0.0 0.0
H 2.404851 -9.263888 -2.321814 0.0 0.0 -0.2
O 4.968344 -0.781279 5.259154 0.0 0.0 0.0
H 4.129867 -1.151068 4.951948 0.0 -0.2 0.1
H 4.930506 -0.898797 6.212854 0.0 0.0 0.0
O 3.014307 -9.093299 -4.575550 0.1 0.0 -0.1
H 3.091568 -9.244061 -5.520897 0.0 0.1 0.0
H 2.383664 -8.367846 -4.475630 -0.1 -0.1 0.0
O 6.783774 2.049500 2.868787 0.2 0.2 0.4
H 7.313802 1.558951 3.504325 -0.1 0.0 0.0
H 6.251464 2.647403 3.418780 0.0 0.2 0.0
O 6.778884 -2.916280 -4.320450 0.0 0.0 0.0
H 6.420616 -2.153972 -4.787601 0.0 0.0 0.0
H 6.233831 -3.653579 -4.615414 0.0 0.0 0.1
O 0.486702 7.965263 -2.786459 0.1 0.1 -0.1
H 0.991232 8.530879 -3.376508 0.0 0.0 0.0
H 0.687816 7.055091 -3.063804 -0.2 -0.1 0.1

***

[2]
90
Properties=species:S:1:pos:R:3:forces:R:3 method="wB97M-V/def2-TZVPD" energy_ev=-229351.7621 mol_weight_g_mol=1072.83 e_homo_ev=-3.616 total_charge=-2
Ba -2.663091 0.278281 -1.887556 1.5 -3.4 7.1
C -4.873491 1.669481 2.820844 0.0 0.0 -0.1
C -4.488791 2.816281 1.934844 -0.1 0.1 0.2
C -3.354091 3.563881 2.196944 0.0 0.0 0.0
C -2.968591 4.599281 1.354744 0.0 0.1 0.0
C -1.717591 5.376081 1.655944 -0.1 0.0 0.0
C -3.757791 4.903681 0.257944 0.1 -0.1 0.1
C -4.916091 4.183281 -0.014956 -0.2 0.0 0.2
C -5.746591 4.537881 -1.205556 0.1 -0.1 -0.1
C -5.265191 3.140681 0.828444 0.1 0.1 0.0
H -5.822391 1.862481 3.327544 0.0 0.0 0.0
H -4.099991 1.491681 3.565144 0.0 -0.1 0.1
H -4.971891 0.779281 2.203844 0.0 -0.1 0.0
H -2.737391 3.320781 3.056444 0.0 0.0 0.0
H -0.990391 4.725781 2.141244 0.1 0.0 0.0
H -1.934991 6.209281 2.330844 0.1 0.0 0.0
H -1.290391 5.779281 0.740344 0.1 0.0 0.0
H -3.459791 5.690181 -0.421756 0.1 0.1 -0.1
H -6.699491 4.014481 -1.195356 -0.1 0.0 0.0
H -5.205991 4.263981 -2.110156 -0.1 0.1 -0.1
H -5.924891 5.611881 -1.245856 -0.1 0.1 0.0
H -6.143091 2.547681 0.608644 -0.1 -0.1 0.0
Se 2.617609 -4.061619 1.779344 0.1 -0.1 0.1
P 2.316509 -3.138219 -0.094056 0.3 -0.1 0.0
C 2.200109 -4.334919 -1.462756 0.0 0.1 0.1
C 2.164609 -5.698019 -1.220956 0.0 0.2 0.1
C 2.107609 -6.583519 -2.284556 0.0 -0.1 -0.1
C 2.088809 -6.105119 -3.584056 0.0 -0.1 0.0
C 2.130409 -4.739219 -3.822956 0.0 0.1 -0.1
C 2.191209 -3.852619 -2.766356 0.0 -0.1 0.0
C 3.805609 -2.199019 -0.593656 -0.2 -0.1 0.1
C 5.040309 -2.760119 -0.289456 0.0 -0.1 0.1
C 6.207809 -2.132919 -0.679856 0.1 0.0 0.0
C 6.144909 -0.935919 -1.376156 0.0 0.1 -0.1
C 4.915209 -0.370119 -1.671656 0.1 0.1 -0.2
C 3.743409 -0.998819 -1.287056 -0.1 -0.2 -0.1
C 0.881909 -2.100019 -0.302456 0.0 0.1 0.1
C 0.300009 -0.972919 0.304144 0.1 -0.1 0.1
N -0.824391 -0.719719 -0.379856 1.0 0.1 1.2
N -0.938391 -1.621319 -1.321856 0.3 -0.6 -0.3
N 0.055409 -2.457319 -1.300556 0.3 -0.6 -0.4
P 0.698409 -0.040919 1.787344 0.4 -0.3 0.0
Se -0.665091 1.390381 2.447344 -0.3 0.3 -0.2
C 2.367709 0.654181 1.486544 -0.3 -0.1 0.2
C 3.543609 -0.055419 1.697844 -0.1 0.0 0.1
C 4.764409 0.557781 1.478344 0.2 0.1 0.1
C 4.816509 1.868881 1.033144 0.1 -0.1 0.1
C 3.644609 2.570481 0.796444 0.1 0.0 -0.1
C 2.422409 1.967681 1.029844 -0.1 0.0 0.0
C 0.819709 -1.323519 3.060444 -0.1 0.2 0.0
C -0.145791 -2.324519 3.048444 0.1 0.0 0.0
C -0.188391 -3.244419 4.078244 0.0 0.0 0.1
C 0.714809 -3.157619 5.125544 0.0 -0.1 0.0
C 1.647009 -2.134819 5.154644 0.2 0.0 0.1
C 1.690809 -1.206019 4.133744 0.0 0.1 -0.2
H 2.181109 -6.046219 -0.196456 0.0 0.0 0.0
H 2.078309 -7.648519 -2.097356 0.0 -0.1 0.0
H 2.046509 -6.797019 -4.415656 0.0 0.0 0.0
H 2.108409 -4.362919 -4.835456 0.0 0.0 -0.1
H 2.206109 -2.788619 -2.943156 0.0 0.1 -0.1
H 5.071709 -3.684719 0.274644 0.0 0.0 0.0
H 7.164809 -2.578719 -0.439556 0.0 0.0 0.0
H 7.057209 -0.445619 -1.687456 0.0 0.1 0.0
H 4.864609 0.567181 -2.205256 0.0 0.1 0.0
H 2.786109 -0.556819 -1.522156 -0.1 0.1 0.0
H 3.509909 -1.081919 2.037544 0.0 -0.1 0.0
H 5.677809 0.004781 1.654044 0.0 0.0 0.0
H 5.777309 2.338981 0.871144 0.0 0.1 0.0
H 3.688609 3.586381 0.431144 0.0 0.1 0.0
H 1.497909 2.508581 0.872344 0.0 0.0 0.0
H -0.855991 -2.375819 2.231844 0.0 -0.1 0.0
H -0.914891 -4.042919 4.062044 -0.1 0.0 0.0
H 0.692709 -3.882219 5.928044 0.0 -0.1 0.0
H 2.352209 -2.065719 5.971344 0.0 0.0 0.1
H 2.397209 -0.387819 4.160144 0.1 0.0 0.0
O -1.679191 3.552781 -2.749656 -0.7 -0.1 -0.1
P -3.070191 3.157481 -3.440056 -0.5 2.7 -1.2
O -3.856091 4.350581 -3.797556 0.1 0.0 0.0
O -3.755891 2.077081 -2.626556 -1.7 2.4 -1.3
O -2.546391 2.418681 -4.812256 -0.1 -0.6 0.9
P -1.921291 0.922281 -4.540356 2.4 0.3 -4.1
O -3.253191 0.113681 -4.151756 -0.1 0.5 -2.2
O -1.287891 0.429781 -5.775156 -0.3 -0.1 0.3
O -1.076091 1.050281 -3.280056 1.9 1.1 -2.4
H -1.233791 2.697281 -2.902856 1.3 -0.2 0.4
H -3.576691 0.904081 -3.618856 -2.4 -0.1 -1.1
O -3.893091 0.121481 0.161244 -0.3 0.9 2.1
C -4.588291 -0.749119 -0.359356 -2.2 -1.2 1.6
O -4.303491 -1.462919 -1.324856 -0.6 -1.5 -0.9
H -5.593491 -0.950019 0.120544 0.1 0.2 -0.2